# 1
Density functional theory data (the ωB97M-V functional and the def2-TZVPD basis) for 2 unconnected molecules or ions with the total composition C3H8NO3.

## Properties
ΔE to the lowest compared entry with this formula, charge and spin: 1.1482 eV
Kohn-Sham gap: 8.7 eV

```
! RIJCOSX wB97M-V def2-TZVPD def2/J DEFGRID3
* xyz -1 1
O 1.490 1.693 0.283
C 2.344 0.942 -0.226
O 2.213 -0.219 -0.680
H 3.396 1.343 -0.236
C -1.081 0.233 -1.208
N -0.607 -0.780 -0.264
C -0.936 -0.419 1.093
O -0.944 -1.559 1.939
H -2.172 0.185 -1.285
H -0.663 -0.005 -2.187
H -0.771 1.250 -0.944
H 0.413 -0.745 -0.359
H -0.245 0.337 1.487
H -1.945 0.010 1.117
H -0.490 -2.267 1.471
*
```

***

# 2
Density functional theory data (the ωB97M-V functional and the def2-TZVPD basis) for a molecular structure, C3H8NO3 at a distorted geometry.

## Properties
ΔE to the lowest compared entry with this formula, charge and spin: 2.9755 eV
Kohn-Sham gap: 9.8 eV

```
! RIJCOSX wB97M-V def2-TZVPD def2/J DEFGRID3
* xyz 1 1
C -0.032 -0.814 0.425
C 1.379 1.403 -0.165
C 1.503 0.015 0.404
N -0.948 -1.702 -1.005
O 0.072 -1.886 1.190
O 0.325 1.954 0.592
O 2.430 -0.602 0.797
H -0.880 -0.181 0.706
H 1.018 1.342 -1.240
H 2.415 1.691 -0.066
H -0.597 -2.167 -1.890
H -1.470 -2.354 -0.477
H -1.510 -0.925 -1.290
H 0.672 2.409 1.340
H 0.943 -2.370 1.293
*
```

***

# 3
Density functional theory data (the ωB97M-V functional and the def2-TZVPD basis) for 2 unconnected molecules or ions with the total composition C3H8NO4 at a distorted geometry.

## Properties
ΔE to the lowest compared entry with this formula, charge and spin: 0.8120 eV
Kohn-Sham gap: 7.7 eV

```
! RIJCOSX wB97M-V def2-TZVPD def2/J DEFGRID3
* xyz -1 1
O -1.786 1.248 0.530
C -0.988 0.466 1.118
O -0.920 0.286 2.356
C 0.032 -0.295 0.229
C 1.019 -1.102 1.076
O 1.477 -2.249 0.288
N 0.760 0.659 -0.604
H -0.482 -0.966 -0.463
H 0.540 -1.506 1.953
H 1.836 -0.415 1.279
H 2.341 -2.492 0.629
H 1.566 1.085 -0.167
H 0.125 1.388 -0.894
H -1.764 1.659 -1.733
H -1.931 0.650 -2.892
O -1.826 1.584 -2.706
*
```

***

# 4
Density functional theory data (the ωB97M-V functional and the def2-TZVPD basis) for a gas-phase ion, C3H8NOS (charge +1) at a distorted geometry.

## Properties
ΔE to the lowest compared entry with this formula, charge and spin: 2.0838 eV
Kohn-Sham gap (alpha / beta): 8.5 / 8.5 eV

```
! RIJCOSX wB97M-V def2-TZVPD def2/J DEFGRID3
* xyz 1 1
C -1.318 -0.123 -0.040
C -0.363 1.017 -0.693
C 1.562 0.599 0.685
N -0.476 -1.112 0.641
O 0.544 1.331 0.356
S 2.461 -0.500 -0.341
H -1.886 0.432 0.770
H -1.975 -0.500 -0.934
H 0.042 0.530 -1.656
H -1.014 1.912 -0.855
H 1.963 0.486 1.689
H -0.754 -1.479 1.561
H -0.149 -1.828 0.018
H 1.363 -0.766 -1.200
*
```

***

# 5
Density functional theory data (the ωB97M-V functional and the def2-TZVPD basis) for C3H8NP in the gas phase at a distorted geometry.

## Properties
ΔE to the lowest compared entry with this formula, charge and spin: 0.9642 eV
Kohn-Sham gap: 9.1 eV
Structure (SMILES): C=PN(C)C

```
! RIJCOSX wB97M-V def2-TZVPD def2/J DEFGRID3
* xyz 0 1
C 2.368 -0.605 0.493
P 1.688 0.757 -0.163
N 0.013 0.452 -0.179
C -0.635 -0.802 -0.105
C -0.720 1.606 0.384
H 3.438 -0.721 0.712
H 1.758 -1.341 0.879
H 0.016 -1.673 -0.365
H -0.903 -0.830 0.964
H -1.455 -0.983 -0.912
H -0.148 2.473 0.182
H -1.725 1.588 0.058
H -0.720 1.460 1.474
*
```

***

# 6
Density functional theory data (the ωB97M-V functional and the def2-TZVPD basis) for 2 unconnected molecules or ions with the total composition C3H8NS at a distorted geometry.

## Properties
ΔE to the lowest compared entry with this formula, charge and spin: 3.2467 eV
Kohn-Sham gap: 7.1 eV

```
! RIJCOSX wB97M-V def2-TZVPD def2/J DEFGRID3
* xyz -1 1
C 0.572 -3.083 0.452
N -0.298 -2.627 -0.355
H 1.423 -3.717 0.119
H 0.603 -2.881 1.550
H 0.239 -1.603 -0.419
C -0.843 2.160 0.279
C 0.087 1.468 -0.726
S 1.132 0.224 0.116
H -0.305 2.257 1.225
H -1.662 1.459 0.467
H -1.245 3.131 -0.025
H 0.790 2.195 -1.161
H -0.493 1.015 -1.522
*
```

***

# 7
Density functional theory data (the ωB97M-V functional and the def2-TZVPD basis) for a molecular structure, C3H8NS at a distorted geometry.

## Properties
ΔE to the lowest compared entry with this formula, charge and spin: 2.0871 eV
Kohn-Sham gap: 6.8 eV

```
! RIJCOSX wB97M-V def2-TZVPD def2/J DEFGRID3
* xyz -1 1
C -0.224 -2.424 1.186
S 0.171 -0.637 1.026
H -0.042 -2.777 2.211
H -1.264 -2.592 0.916
H 0.451 -3.036 0.570
C -0.761 1.947 -0.801
C 1.245 0.771 -0.539
N 0.630 1.924 -0.462
H -1.411 1.960 0.084
H -1.168 1.140 -1.435
H -0.966 2.899 -1.329
H 2.181 0.682 0.003
H 1.156 0.144 -1.431
*
```

***

# 8
Density functional theory data (the ωB97M-V functional and the def2-TZVPD basis) for 2 unconnected molecules or ions with the total composition C3H8NS.

## Properties
ΔE to the lowest compared entry with this formula, charge and spin: 0.7643 eV
Kohn-Sham gap: 6.8 eV

```
! RIJCOSX wB97M-V def2-TZVPD def2/J DEFGRID3
* xyz -1 1
C 1.565 -2.966 0.276
N 0.449 -2.754 0.824
H 2.133 -3.857 0.558
H 1.962 -2.290 -0.484
H 0.077 -1.890 0.376
C -0.619 2.504 -0.169
C -1.039 1.033 -0.116
S 0.058 -0.025 -1.114
H -0.729 2.878 -1.191
H 0.444 2.571 0.075
H -1.186 3.145 0.513
H -2.067 0.949 -0.472
H -1.047 0.702 0.924
*
```

***

# 9
Density functional theory data (the ωB97M-V functional and the def2-TZVPD basis) for a gas-phase ion, C3H8NS (charge -1) at a distorted geometry.

## Properties
ΔE to the lowest compared entry with this formula, charge and spin: 0.4733 eV
Kohn-Sham gap: 6.3 eV
Structure (SMILES): CNCC[S-]

```
! RIJCOSX wB97M-V def2-TZVPD def2/J DEFGRID3
* xyz -1 1
C 1.528 -1.104 0.334
N 0.445 -0.542 -0.429
C -0.488 0.217 0.360
C -1.588 0.867 -0.463
S -0.944 2.115 -1.604
H 1.933 -0.409 1.089
H 2.385 -1.343 -0.299
H 1.211 -2.025 0.821
H 0.758 0.058 -1.186
H -0.877 -0.354 1.223
H 0.026 1.048 0.879
H -2.231 1.382 0.251
H -2.159 0.090 -0.977
*
```